ORCA calculation (ωB97M-V/def2-TZVPD) on a cluster of 4 separate species, C2H12N2O4 in total at a distorted geometry.

Calculated values
Electronic energy in hartree: -493.79437
LUMO in eV: 0.44
HOMO level in eV: -10.08
SMILES: NCNC=O.O.O.O
Energy relative to the best compared isomer or geometry (same formula, charge and spin) in kcal per mole: 82.7

XYZ file:
```
20
C2H12N2O4, DFT ωB97M-V/def2-TZVPD
N 0.849 0.361 1.193
C 1.408 0.312 -0.130
N 1.215 1.506 -1.013
C 0.010 2.233 -0.951
O -1.190 1.851 -0.796
H 1.436 0.643 1.972
H -0.100 0.716 1.080
H 1.134 -0.620 -0.776
H 2.579 0.127 -0.033
H 1.924 2.250 -0.731
H -0.037 3.298 -1.355
O -2.344 -1.258 0.201
H -2.611 -0.387 0.130
H -2.748 -1.837 -0.259
O 0.986 -2.096 2.539
H 0.483 -1.548 3.125
H 1.128 -1.397 1.930
O -1.009 -1.675 -2.081
H -1.386 -1.030 -1.363
H -1.725 -1.448 -2.682
```